Computed, not measured: a molecular structure, C42H40As2BrMgN4O9PS4 at a distorted geometry, with wB97M-V/def2-TZVPD.

Geometry (Å):
Mg -3.0225 -1.9005 -1.5128
C -4.5499 -6.8655 0.5984
C -4.2065 -5.4091 0.7247
C -4.3544 -4.8183 2.0037
C -3.8348 -3.5463 2.2733
C -3.2414 -2.8813 1.2541
Br -2.4399 -1.0901 1.5349
N -3.2799 -3.3709 -0.0191
C -3.6763 -4.6450 -0.2584
H -4.8512 -7.1991 -0.4050
H -5.3417 -7.1357 1.2656
H -3.6765 -7.4421 0.9275
H -4.7836 -5.4308 2.8042
H -3.9948 -3.0473 3.2052
H -3.4714 -5.0699 -1.2699
S -0.5749 -2.0907 -1.8719
C -0.2109 -2.3208 -3.5472
C 1.0994 -2.4533 -4.0339
C 1.4099 -2.3828 -5.3795
C 0.4123 -2.0166 -6.2664
C -0.9270 -1.9192 -5.8092
C -1.3237 -2.2063 -4.4941
S -3.0084 -2.2335 -4.0605
H 1.9128 -2.7386 -3.3240
H 2.4077 -2.5880 -5.7604
H 0.5008 -1.8653 -7.3173
H -1.6625 -1.6486 -6.5844
C 1.1503 -2.4309 3.7322
O 2.4043 -2.2927 3.0225
C 2.6607 -1.0136 2.6061
O 2.1870 0.0155 3.0533
C 3.4864 -1.0708 1.3700
C 4.5457 -1.8905 1.1112
As 4.8495 -2.2825 -0.7795
C 6.6625 -2.9534 -0.9892
C 5.2426 -0.6057 -1.7244
C 4.3810 0.3634 -1.3801
As 3.0461 0.4472 0.1129
C 4.2470 1.5906 1.2422
C 3.7944 1.1932 -2.5237
O 3.6495 0.8654 -3.7044
O 3.2314 2.2903 -2.0220
C 2.6416 3.1164 -3.0729
C 5.9159 -0.6967 -3.0310
O 5.5744 -1.5032 -3.8843
O 6.9474 0.1525 -3.2698
C 7.5308 0.6895 -2.0620
C 5.6559 -2.4986 1.9253
O 6.6177 -1.8262 2.2997
O 5.5242 -3.8256 2.2681
C 6.3137 -4.0811 3.4649
H 1.1031 -1.8533 4.6376
H 1.0646 -3.5092 3.9528
H 0.3135 -2.1324 3.0764
H 7.0872 -3.5939 -0.1437
H 7.3998 -2.1511 -1.1818
H 6.6013 -3.5802 -1.9120
H 3.4748 2.1269 1.8827
H 4.8361 2.3580 0.7356
H 4.8447 0.9748 1.9849
H 2.8476 4.1424 -2.8728
H 1.5792 2.9305 -3.0131
H 2.9736 2.7785 -4.0535
H 7.0878 0.2848 -1.0822
H 7.3041 1.7967 -2.0031
H 8.5894 0.4237 -2.0315
H 6.1793 -5.1306 3.7402
H 6.0820 -3.3299 4.2369
H 7.3735 -3.8964 3.2547
N -6.3750 -0.2047 -0.2151
C -5.5723 0.0189 -1.3027
O -4.5647 -0.7246 -1.5567
C -5.8384 1.1362 -2.1504
C -7.0330 1.8229 -1.9083
N -8.0548 2.3671 -1.6886
C -4.8520 1.8058 -2.8788
N -3.9578 2.2798 -3.5093
H -6.1229 -1.0716 0.2264
H -7.2436 0.3147 -0.0071
S -0.8534 6.8952 3.1784
P -1.4335 5.2661 2.2230
S -0.1620 4.0891 1.2860
C -2.5602 5.7788 0.8871
C -3.5492 6.7211 1.1797
C -4.5139 7.0839 0.2110
C -4.5994 6.2831 -0.9685
C -3.6565 5.2828 -1.2091
C -2.6546 5.0479 -0.2906
C -2.3178 4.1966 3.3783
C -2.4775 4.5981 4.7150
C -3.0608 3.7300 5.6069
C -3.4968 2.4423 5.1700
C -3.3761 2.1013 3.8387
C -2.7626 2.9673 2.8947
H -3.5159 7.0914 2.1979
H -5.2604 7.8473 0.5245
H -5.3146 6.5778 -1.7457
H -3.7410 4.7077 -2.0962
H -1.8812 4.3068 -0.4762
H -2.0824 5.6015 4.9737
H -3.1328 3.9494 6.6429
H -3.9597 1.7490 5.8434
H -3.7109 1.0716 3.5188
H -2.6245 2.7931 1.8566

Summary:
multiplicity = 1
frontier orbital gap = 4.40 eV
E_tot = -11700.48188 a.u.
ΔE to the lowest compared entry with this formula, charge and spin = 35.95 kcal per mole
charge = -2

Atom charges from the Löwdin analysis, given in e for atoms 1 to 4: 0.27 -0.05 -0.26 0.00

Computed, not measured: a molecular structure, C42H40ClN10O5RbS4 at a distorted geometry, with wB97M-V/def2-TZVPD.

Geometry (Å):
Rb 0.2183 0.2004 -0.3531
Cl -0.8628 6.1629 -5.5908
C -0.9416 4.8154 -4.4613
C -1.1753 3.5155 -4.9466
C -1.2693 2.4656 -4.0727
C -1.1319 2.6236 -2.6438
O -1.3930 1.6820 -1.8496
C -0.7761 3.9593 -2.2067
C -0.3599 4.2412 -0.8501
N -0.0126 3.3621 0.0027
C 0.6804 3.6966 1.1574
C 1.7190 4.6069 1.1585
C 2.4885 4.8476 2.3166
C 2.2206 4.1916 3.4828
C 1.1664 3.2472 3.5274
C 0.8329 2.5369 4.7032
C -0.1954 1.6442 4.6837
C -0.8896 1.4336 3.4722
N -0.6138 2.0695 2.3612
C 0.3964 2.9816 2.3688
C -0.7482 5.0246 -3.1227
H -1.2757 3.3591 -6.0143
H -1.4540 1.4587 -4.4319
H -0.3025 5.3099 -0.5800
H 1.9743 5.1041 0.2305
H 3.3083 5.5557 2.2685
H 2.8114 4.3654 4.3759
H 1.4122 2.7074 5.6044
H -0.4770 1.0912 5.5698
H -1.7058 0.7160 3.4225
H -0.5303 6.0260 -2.7594
C -0.4878 -3.6820 3.5061
C -0.0805 -3.0645 2.1847
N -0.7542 -2.1053 1.6764
O -1.8508 -1.7815 2.4892
C 1.0667 -3.7126 1.4779
C 0.8375 -5.1241 0.9784
N 2.2161 -3.1477 1.3686
O 3.2216 -3.7518 0.8552
H -0.7976 -2.8986 4.2006
H 0.3435 -4.2441 3.9264
H -1.3446 -4.3502 3.3721
H -2.3370 -1.1271 1.9672
H -0.0934 -5.5410 1.3773
H 1.6777 -5.7690 1.2552
H 0.7725 -5.1209 -0.1162
O 1.2769 -2.7915 -5.7215
C 2.3563 -2.0317 -5.5104
C 3.3453 -1.9940 -6.4991
C 4.4967 -1.2473 -6.3190
C 4.6856 -0.5172 -5.1489
C 3.6939 -0.5332 -4.1783
C 2.5250 -1.2721 -4.3350
C 1.4936 -1.1935 -3.2302
O 1.6196 -0.3347 -2.3367
N 0.5082 -2.0961 -3.3757
N -0.3918 -2.1296 -2.3422
C -1.4073 -2.8566 -2.4828
S -2.6258 -2.9933 -1.2074
C -3.4482 -4.4199 -1.9547
C -3.4514 -4.1989 -3.4543
S -1.7507 -3.8259 -3.9581
H 0.7418 -2.7091 -4.8617
H 3.1837 -2.5715 -7.4027
H 5.2552 -1.2417 -7.0962
H 5.5923 0.0589 -5.0002
H 3.7950 0.0355 -3.2622
H -4.4556 -4.4678 -1.5390
H -2.8989 -5.3257 -1.6986
H -4.0892 -3.3542 -3.7129
H -3.7744 -5.0850 -4.0037
N 6.8178 0.3826 3.8365
C 5.6184 0.2470 4.4639
S 5.5843 0.3969 6.1344
C 4.4614 0.0069 3.6138
C 3.2033 -0.3309 4.1483
C 2.1455 -0.5533 3.3040
N 2.2171 -0.4830 1.9566
C 3.4086 -0.1320 1.4501
C 4.5281 0.1035 2.2187
H 7.6141 0.3342 4.4459
H 6.9190 -0.0163 2.9171
H 3.0817 -0.3832 5.2224
H 1.1682 -0.8161 3.7014
H 3.4567 -0.0515 0.3696
H 5.4344 0.4352 1.7244
C -3.5220 3.7113 -2.3429
C -3.4146 3.4067 -0.8839
C -3.2381 4.3435 0.0924
C -3.1745 3.8895 1.4232
N -3.4456 2.6490 1.7670
C -3.6945 1.7280 0.8081
S -4.1332 0.1407 1.1199
N -3.5793 2.1291 -0.5042
C -2.7782 4.8119 2.5348
H -3.1977 4.7287 -2.5482
H -4.5645 3.5983 -2.6524
H -2.9105 3.0265 -2.9309
H -3.1074 5.3855 -0.1604
H -3.5066 1.3895 -1.1925
H -2.6642 5.8400 2.1918
H -1.8269 4.4601 2.9443
H -3.5160 4.7665 3.3365

Summary:
multiplicity = 1
frontier orbital gap = 4.26 eV
E_tot = -4625.28833 a.u.
ΔE to the lowest compared entry with this formula, charge and spin = 23.84 kcal per mole
charge = -2

Atom charges from the Löwdin analysis, given in e for atoms 1 to 4: 0.80 0.57 -0.68 -0.11